No. 1
Density functional theory data (ωB97M-V/def2-TZVPD) for a cluster of 19 separate species, CH41NO19 in total at a distorted geometry.

Computed properties:
Frontier orbital gap ... 0.3509 Ha
Largest force on an atom ... 0.0369 hartree/bohr
E_LUMO ... 0.0037 hartree
Total energy ... -42097.9239 eV

Structure (ORCA input):
```
! wB97M-V def2-TZVPD RIJCOSX def2/J DEFGRID3
* xyz 0 1
N 1.501 -0.560 -0.038
C 0.275 0.123 0.323
O -0.533 0.521 -0.777
H 1.500 -1.062 -0.919
H 2.368 -0.015 0.103
H -0.370 -0.586 0.876
H 0.581 1.058 0.838
H -0.057 1.030 -1.464
H -1.455 -0.436 -3.883
H -0.611 -0.331 -5.154
O -1.054 0.225 -4.486
H 1.127 -0.663 3.024
H 1.627 -1.704 1.945
O 1.299 -1.600 2.844
H 3.667 -2.441 -3.045
H 2.408 -2.414 -2.352
O 3.229 -1.871 -2.403
H -3.016 -3.479 -0.109
H -3.494 -2.116 -0.664
O -3.092 -2.970 -0.935
H -1.373 0.917 3.059
H -2.780 1.460 2.367
O -2.283 0.740 2.765
H -1.849 2.052 -0.860
H -2.310 3.234 -1.701
O -1.575 2.931 -1.153
H -0.247 -2.286 2.973
H -1.737 -1.821 2.558
O -1.157 -2.564 2.729
H 2.684 3.230 0.377
H 3.933 2.780 0.905
O 3.246 3.419 1.149
H -1.077 -0.802 -1.751
H -1.806 -2.107 -1.832
O -1.198 -1.551 -2.381
H -1.921 -5.157 1.505
H -2.103 -3.684 1.730
O -2.573 -4.462 1.349
H -4.739 -0.701 1.237
H -3.127 -0.390 1.541
O -3.829 -0.686 0.945
H 1.914 1.998 -2.083
H 3.217 1.594 -1.302
O 2.442 2.193 -1.283
H 2.369 3.197 2.509
H 1.463 3.448 3.791
O 1.689 2.803 3.119
H -0.105 0.977 4.794
H 0.853 1.446 3.661
O 0.202 0.723 3.898
H 4.231 -0.254 -1.396
H 4.816 0.676 -2.304
O 4.649 0.621 -1.354
H -2.062 2.972 0.606
H -3.372 3.695 0.796
O -2.784 3.063 1.261
H 0.380 -2.572 -2.334
H 0.522 -4.087 -1.950
O 0.939 -3.225 -1.876
H -0.204 2.473 -2.996
H 0.217 1.129 -3.679
O 0.547 1.871 -3.114
*
```

***

No. 2
Density functional theory data (ωB97M-V/def2-TZVPD) for a cluster of 20 separate species, CH41NO19 in total at a distorted geometry.

Computed properties:
Frontier orbital gap ... 0.3499 Ha
Largest force on an atom ... 0.0465 hartree/bohr
E_LUMO ... 0.0001 hartree
Total energy ... -42096.0766 eV

Structure (ORCA input):
```
! wB97M-V def2-TZVPD RIJCOSX def2/J DEFGRID3
* xyz 0 1
C 0.376 -0.030 -0.560
N -0.458 -0.779 0.013
H 1.216 0.501 -0.105
H 0.409 0.212 -1.630
H -1.135 -1.337 -0.471
H -3.981 -1.259 2.922
H -3.594 0.024 2.099
O -4.106 -0.798 2.068
H 0.940 -2.761 -1.131
H -0.130 -3.585 -2.069
O 0.328 -2.760 -1.915
H -0.929 -0.421 -4.887
H -2.146 -1.380 -4.757
O -1.894 -0.458 -4.766
H -2.960 -0.501 -0.925
H -3.941 0.411 -0.271
O -3.343 0.389 -1.037
H 4.454 1.466 1.786
H 3.069 2.000 1.397
O 3.812 1.441 1.073
H 3.432 0.144 -0.279
H 3.061 0.035 -1.864
O 3.090 -0.438 -0.972
H -0.079 -2.968 1.984
H 1.102 -3.331 2.825
O 0.150 -3.179 2.897
H 1.267 -1.544 -4.457
H 0.416 -1.483 -3.142
O 0.787 -0.954 -3.877
H 1.034 1.798 3.858
H 1.794 1.227 4.881
O 1.999 1.623 4.016
H -1.622 3.005 2.334
H -2.356 3.008 3.602
O -1.508 2.727 3.265
H 2.028 0.184 -3.558
H 2.272 1.637 -2.948
O 2.699 0.824 -3.232
H 2.573 -3.429 -0.126
H 2.491 -1.806 -0.400
O 2.056 -2.630 0.016
H -2.315 1.507 -1.994
H -2.408 2.881 -2.752
O -1.913 2.395 -2.081
H 1.177 2.464 0.062
H 0.579 3.030 1.345
O 1.289 2.474 1.049
H 0.855 3.708 -1.988
H -0.173 2.552 -2.113
O 0.645 2.816 -1.632
H -1.124 -0.631 2.487
H -1.075 -1.679 3.597
O -1.684 -1.205 3.023
H -0.885 2.213 0.077
H -2.088 3.042 -0.121
O -1.670 2.509 0.563
H -2.542 -2.008 0.543
H -3.971 -1.787 -0.099
O -3.071 -2.084 -0.300
H 2.577 -1.241 2.821
H 2.279 -2.083 1.588
O 2.589 -2.162 2.545
*
```

***

No. 3
Density functional theory data (ωB97M-V/def2-TZVPD) for a cluster of 20 separate species, CH42O19S in total at a distorted geometry.

Computed properties:
Frontier orbital gap ... 0.2945 Ha
Largest force on an atom ... 0.1648 hartree/bohr
E_LUMO ... -0.0282 hartree
Total energy ... -51452.8596 eV

Structure (ORCA input):
```
! wB97M-V def2-TZVPD RIJCOSX def2/J DEFGRID3
* xyz 0 1
C -0.615 3.741 2.624
S -1.420 2.106 2.953
H -1.554 4.353 2.237
H -0.031 4.215 3.343
H -0.112 3.566 1.749
H -0.395 1.334 3.157
H 2.039 -1.878 -0.156
H 2.941 -2.137 1.019
O 2.067 -2.265 0.693
H -3.145 -2.343 4.270
H -2.171 -1.313 3.508
O -2.732 -1.545 4.243
H -2.768 -2.059 -1.543
H -3.551 -1.387 -0.447
O -3.262 -2.281 -0.773
H -4.786 -0.482 2.976
H -4.159 -0.189 4.364
O -4.850 0.021 3.766
H -1.566 3.905 -3.175
H -2.429 2.869 -2.586
O -1.513 3.174 -2.625
H 0.715 -2.582 4.909
H -0.338 -2.701 3.903
O -0.238 -2.618 4.916
H 1.023 -0.308 0.523
H -0.013 0.092 -0.595
O 0.656 0.421 0.090
H 1.095 1.723 -2.927
H 1.286 1.529 -1.399
O 1.758 1.645 -2.165
H -0.799 -2.384 1.363
H -0.215 -3.459 2.251
O -0.431 -2.569 2.230
H 0.351 0.210 -4.157
H -0.388 -1.204 -4.566
O -0.566 -0.281 -4.336
H -4.521 0.811 -0.864
H -3.998 1.039 0.703
O -4.227 0.441 -0.026
H 3.456 0.547 -1.513
H 4.519 1.637 -1.417
O 4.222 0.792 -0.963
H 1.422 3.370 -4.504
H 2.586 2.825 -3.585
O 1.817 2.617 -4.334
H 3.091 0.602 2.053
H 4.347 0.826 1.194
O 3.856 1.263 1.867
H 3.631 -1.989 -1.788
H 4.650 -2.057 -2.980
O 4.248 -2.389 -2.276
H -1.595 1.131 -2.034
H -1.926 0.298 -3.342
O -2.306 0.627 -2.478
H 3.604 3.614 0.648
H 3.147 3.485 -0.725
O 3.403 4.167 -0.051
H -1.608 -4.756 0.113
H -1.665 -5.817 1.133
O -1.736 -4.919 1.117
H 0.965 -2.309 -2.548
H 0.025 -2.695 -1.340
O 0.709 -2.082 -1.697
*
```

***

No. 4
Density functional theory data (ωB97M-V/def2-TZVPD) for a structure of composition CH4AgBrN2O at a distorted geometry.

Computed properties:
Frontier orbital gap ... 0.2464 Ha
Largest force on an atom ... 0.0340 hartree/bohr
E_LUMO ... -0.0917 hartree
Total energy ... -80171.7333 eV

Structure (ORCA input):
```
! wB97M-V def2-TZVPD RIJCOSX def2/J DEFGRID3
* xyz 0 1
Ag 2.547 -4.437 -1.438
Br 1.118 -2.745 0.300
C -0.784 1.340 0.018
O -1.493 2.242 -0.424
N -0.116 1.245 1.211
N -0.508 0.277 -0.793
H 0.259 0.356 1.484
H -0.209 1.964 1.904
H -0.814 0.306 -1.746
H -0.001 -0.548 -0.517
*
```

***

No. 5
Density functional theory data (ωB97M-V/def2-TZVPD) for a cluster of 2 separate species, CH4BBrO2 in total at a distorted geometry.

Computed properties:
Frontier orbital gap (spin up / spin down) ... 0.4109 / 0.1887 Ha
Largest force on an atom ... 0.0275 hartree/bohr
E_LUMO (spin up / spin down) ... -0.0133 / -0.1379 hartree
Total energy ... -75915.6835 eV

Structure (ORCA input):
```
! wB97M-V def2-TZVPD RIJCOSX def2/J DEFGRID3
* xyz 0 1
B -0.406 0.160 -0.099
C -1.145 -1.067 0.496
O 0.506 -0.083 -1.066
O -0.741 1.373 0.402
Br 3.807 -0.134 0.102
H -0.837 -2.070 0.251
H -1.943 -0.974 1.211
H 1.046 0.643 -1.379
H -0.288 2.151 0.083
*
```

***

No. 6
Density functional theory data (ωB97M-V/def2-TZVPD) for the molecule CH4BClS at a distorted geometry.

Computed properties:
Frontier orbital gap ... 0.3142 Ha
Largest force on an atom ... 0.0911 hartree/bohr
SMILES string ... BCSCl
E_LUMO ... -0.0157 hartree
Total energy ... -25134.0656 eV

Structure (ORCA input):
```
! wB97M-V def2-TZVPD RIJCOSX def2/J DEFGRID3
* xyz 0 1
B 1.286 0.207 0.002
C -0.250 0.149 -0.582
S -1.493 0.618 0.678
Cl -1.893 -1.264 1.379
H 1.532 1.304 0.344
H 1.650 -0.831 0.480
H -0.360 0.780 -1.372
H -0.471 -0.963 -0.929
*
```

***

No. 7
Density functional theory data (ωB97M-V/def2-TZVPD) for a cluster of 2 separate species, CH4BNO3 in total at a distorted geometry.

Computed properties:
Frontier orbital gap (spin up / spin down) ... 0.3227 / 0.3225 Ha
Largest force on an atom ... 0.0862 hartree/bohr
E_LUMO (spin up / spin down) ... -0.0291 / -0.0291 hartree
Total energy ... -9410.1772 eV

Structure (ORCA input):
```
! wB97M-V def2-TZVPD RIJCOSX def2/J DEFGRID3
* xyz 0 1
B -1.380 -0.103 -0.044
C 1.571 -0.860 -0.143
N 2.302 0.164 0.081
O -0.197 0.539 -0.205
O -1.648 -1.392 0.094
O -2.431 0.839 0.007
H 3.292 -0.052 0.222
H 1.686 1.043 0.058
H -0.857 -1.841 0.309
H -2.338 1.663 -0.378
*
```

***

No. 8
Density functional theory data (ωB97M-V/def2-TZVPD) for a structure of composition CH4BaFO at a distorted geometry.

Computed properties:
Frontier orbital gap ... 0.3298 Ha
Largest force on an atom ... 0.0776 hartree/bohr
E_LUMO ... -0.1634 hartree
Total energy ... -6552.4594 eV

Structure (ORCA input):
```
! wB97M-V def2-TZVPD RIJCOSX def2/J DEFGRID3
* xyz 1 1
F -0.458 1.247 -0.644
Ba 1.745 0.981 -1.759
O 1.914 -0.575 -0.033
H 1.915 -1.528 -0.119
C -1.097 0.158 0.420
H -1.957 -0.184 -0.172
H -1.014 0.701 1.372
H -1.048 -0.799 0.935
*
```